No. 1
Below is an isolated ion of composition C6H12N and charge +1 at a distorted geometry, with properties calculated with ωB97M-V/def2-TZVPD.

Positions of all 19 atoms, in Å:
N1 1.365 -0.529 -0.453
C1 -1.719 -0.858 1.217
C2 1.215 1.198 1.114
C3 1.585 -0.811 -1.638
C4 -0.741 0.825 -0.425
C5 -1.851 -0.133 -0.103
C6 0.562 0.499 0.132
H1 -2.074 -0.873 -0.864
H2 -2.366 -1.708 1.109
H3 2.143 -0.722 0.162
H4 2.534 -1.210 -2.061
H5 -0.769 1.152 -1.455
H6 0.723 -0.343 -2.166
H7 -1.136 1.730 0.110
H8 -0.683 -1.280 1.377
H9 -2.229 -0.506 2.160
H10 -2.847 0.277 -0.112
H11 0.736 2.107 1.543
H12 2.111 0.762 1.597

* SMILES: C=[NH+]C(=C)CCC
* HOMO energy: -14.480 eV
* net charge: +1
* HOMO-LUMO gap: 9.24 eV

=====

No. 2
Below is C6H38FeO22 as an isolated structure at a distorted geometry, with properties calculated with ωB97M-V/def2-TZVPD.

Positions of all 67 atoms, in Å:
Fe1 2.588 3.129 -0.687
O1 -4.057 0.736 -2.748
O2 2.696 -0.562 -2.774
O3 2.365 4.864 -1.870
O4 -1.925 -3.131 -2.775
O5 -1.300 4.115 -2.753
O6 2.517 1.369 0.204
O7 3.618 -3.610 1.286
O8 -1.902 -2.194 4.002
O9 3.016 2.174 -2.531
O10 0.807 -2.601 -2.392
O11 0.632 0.978 3.921
O12 1.768 4.030 0.975
O13 -2.471 -0.603 -0.358
O14 -3.571 3.182 -3.958
O15 4.126 -0.635 1.050
O16 0.661 2.750 -1.194
O17 0.914 -4.036 2.097
O18 -3.225 3.045 0.354
O19 -1.754 -4.677 1.495
O20 -3.895 -2.443 1.632
O21 -0.768 -1.833 1.388
O22 1.360 -1.699 4.117
C1 -1.378 -0.056 -0.040
C2 1.254 0.974 0.249
C3 0.875 -0.265 0.885
C4 0.272 1.670 -0.572
C5 -0.436 -0.771 0.788
C6 -1.016 1.132 -0.705
H1 3.065 2.504 -3.436
H2 -1.000 -1.836 4.033
H3 2.691 -3.737 1.573
H4 2.846 1.175 -2.649
H5 4.803 -0.077 1.447
H6 2.920 5.652 -1.965
H7 -2.188 -2.660 -1.959
H8 0.129 -3.286 -2.524
H9 1.833 4.815 -2.680
H10 -2.707 -3.116 -3.336
H11 -1.667 1.593 -1.437
H12 -3.747 2.312 -3.524
H13 1.928 -2.151 4.755
H14 -0.596 3.724 -2.184
H15 0.356 -3.269 1.838
H16 -1.921 -3.743 1.716
H17 2.215 4.017 1.838
H18 -4.925 0.341 -2.895
H19 2.182 -0.867 -3.536
H20 0.403 1.175 3.005
H21 -2.794 3.553 -3.475
H22 -1.864 -3.012 4.518
H23 -3.675 -1.836 0.907
H24 2.394 -1.131 -2.056
H25 -2.921 2.163 0.098
H26 -1.348 -4.647 0.617
H27 3.371 -0.020 0.845
H28 -3.875 0.589 -1.792
H29 -1.011 5.018 -2.931
H30 1.118 -2.738 -1.489
H31 -3.189 -2.294 2.284
H32 0.249 -4.701 2.343
H33 3.940 -2.847 1.798
H34 0.882 0.011 3.935
H35 1.395 -2.257 3.319
H36 0.868 4.351 1.148
H37 -3.555 2.935 1.256
H38 1.627 -0.737 1.508

* 2S+1: 5
* <S²>: 6.0078
* HOMO energy (spin up / spin down): -8.794 / -8.789 eV
* net charge: 0
* HOMO-LUMO gap (spin up / spin down): 6.94 / 6.90 eV